Entry 1:
Molecular formula: C18H25FN2O
Method: DFT, the ωB97M-V functional and the def2-TZVPD basis

Values from the calculation:
**Energy relative to the best compared isomer or geometry (same formula, charge and spin)**: 68.55 kJ/mol
**Maximum force**: 0.7 eV/A
**Calculated total energy**: -26817.3068 eV
**Kohn-Sham gap**: 8.7 eV
**SMILES**: CC1(CCC(=O)N2CCC[C@@H](Nc3ccc(F)cc3)C2)CC1

Geometry (Å):
C1 3.068 -0.591 -0.370
C2 2.653 -0.808 -1.809
C3 1.420 -0.035 -2.235
C4 0.149 -0.556 -1.551
C5 -1.074 0.202 -2.029
O1 -1.827 -0.275 -2.859
N1 -1.278 1.452 -1.537
C6 -2.463 2.183 -1.944
C7 -3.475 2.225 -0.800
C8 -2.833 2.815 0.457
C9 -1.518 2.112 0.810
N2 -1.787 0.785 1.312
C10 -0.818 -0.031 1.854
C11 0.365 0.461 2.413
C12 1.283 -0.395 2.992
C13 1.025 -1.752 3.013
F1 1.931 -2.591 3.571
C14 -0.137 -2.272 2.471
C15 -1.047 -1.413 1.895
C16 -0.596 2.078 -0.433
C17 2.873 -2.164 -2.412
C18 3.738 -1.010 -2.828
H1 3.211 0.470 -0.169
H2 4.002 -1.106 -0.162
H3 2.316 -0.973 0.319
H4 1.562 1.026 -2.011
H5 1.288 -0.127 -3.315
H6 0.003 -1.599 -1.835
H7 0.245 -0.514 -0.467
H8 -2.883 1.676 -2.814
H9 -2.167 3.200 -2.224
H10 -4.334 2.829 -1.093
H11 -3.835 1.213 -0.608
H12 -3.519 2.740 1.302
H13 -2.621 3.872 0.287
H14 -1.019 2.680 1.602
H15 -2.482 0.283 0.778
H16 0.577 1.518 2.405
H17 2.198 -0.017 3.420
H18 -0.314 -3.336 2.498
H19 -1.955 -1.808 1.462
H20 0.322 1.549 -0.189
H21 -0.340 3.106 -0.717
H22 2.147 -2.534 -3.120
H23 3.310 -2.935 -1.797
H24 4.765 -0.995 -2.495
H25 3.600 -0.601 -3.817

Entry 2:
Molecular formula: C9H15Br6Cl9
Method: DFT, the ωB97M-V functional and the def2-TZVPD basis

Values from the calculation:
**Energy relative to the best compared isomer or geometry (same formula, charge and spin)**: 957.01 kJ/mol
**Maximum force**: 5.4 eV/A
**Calculated total energy**: -542523.6820 eV
**Kohn-Sham gap**: 8.8 eV

Geometry (Å):
Br1 14.344 14.861 14.499
C1 16.089 14.953 13.562
C2 17.092 14.253 14.477
Br2 18.905 14.253 13.799
H1 16.217 15.982 13.228
H2 16.053 14.376 12.637
H3 16.810 13.214 14.646
H4 17.180 14.630 15.496
Br3 13.881 15.425 7.185
C3 15.029 16.543 8.262
C4 15.321 17.849 7.447
Br4 16.308 19.096 8.591
H5 15.891 15.912 8.479
H6 14.581 16.636 9.251
H7 14.388 18.312 7.125
H8 16.016 17.604 6.644
Br5 15.783 17.122 14.970
C5 14.516 18.507 14.481
C6 13.815 19.126 15.668
Br6 13.002 20.840 15.190
H9 13.847 18.100 13.723
H10 15.209 19.247 14.081
H11 14.516 19.329 16.477
H12 13.077 18.488 16.156
C7 13.326 12.739 12.489
Cl1 11.944 13.139 11.520
Cl2 14.667 12.129 11.393
Cl3 12.878 11.597 13.758
H13 13.689 13.629 13.002
C8 12.260 19.107 9.045
Cl4 12.440 19.080 7.332
Cl5 13.254 20.465 9.697
Cl6 12.663 17.647 9.864
H14 11.212 19.250 9.308
C9 14.185 16.367 11.477
Cl7 15.795 16.856 11.615
Cl8 13.293 16.821 12.920
Cl9 14.094 14.651 11.244
H15 13.708 16.937 10.679

Entry 3:
Molecular formula: C2H8N2S2
Method: DFT, the ωB97M-V functional and the def2-TZVPD basis

Values from the calculation:
**Energy relative to the best compared isomer or geometry (same formula, charge and spin)**: 129.71 kJ/mol
**Maximum force**: 2.0 eV/A
**Calculated total energy**: -26853.0996 eV
**Kohn-Sham gap**: 8.4 eV
**SMILES**: [H]/N=C\N.CSS

Geometry (Å):
H1 -2.755 0.841 -1.491
N1 -2.905 0.292 -0.653
C1 -2.561 -0.938 -0.687
N2 -1.313 -1.443 -0.781
H2 -3.249 -1.776 -0.479
H3 -0.501 -0.838 -0.791
H4 -1.069 -2.377 -0.520
C2 1.771 1.726 0.735
S1 1.959 0.434 -0.525
S2 3.132 -0.930 0.570
H5 0.857 1.567 1.312
H6 2.582 1.649 1.443
H7 1.760 2.702 0.253
H8 2.291 -0.910 1.614

Entry 4:
Molecular formula: H2NO3S3
Method: DFT, the ωB97M-V functional and the def2-TZVPD basis

Values from the calculation:
**Energy relative to the best compared isomer or geometry (same formula, charge and spin)**: 36.22 kJ/mol
**⟨S²⟩**: 2.008
**Maximum force**: 4.1 eV/A
**Total charge**: -1
**Calculated total energy**: -40170.1466 eV
**Kohn-Sham gap (spin up / spin down)**: 8.0 / 6.2 eV
**Spin multiplicity**: 3

Geometry (Å):
N1 -1.733 -0.227 -1.443
O1 -2.574 2.111 -1.576
O2 -0.175 1.618 -1.649
O3 -1.281 1.445 0.464
S1 0.548 -0.727 0.706
S2 -3.257 -0.680 -1.392
S3 -1.445 1.379 -1.028
H1 0.052 -1.460 -0.139
H2 -0.465 0.300 0.548